No. 1
Computed, not measured: C4H4O in the gas phase, with ωB97M-V/def2-TZVPD.

```
9
C4H4O ωB97M-V/def2-TZVPD
C 0.621 -1.031 -0.107
C -0.137 0.179 -0.580
C -0.662 0.660 -1.666
C -0.645 1.170 0.479
O -0.936 0.766 1.575
H 0.085 -1.479 0.733
H 1.615 -0.732 0.244
H 0.742 -1.773 -0.898
H -0.684 2.240 0.219
```

Summary:
- charge = 0
- HOMO-LUMO gap (eV) = 9.524
- relative energy (zero: lowest compared OMol25 entry of this formula, charge and spin) (kJ/mol) = 332.3

***

No. 2
Computed, not measured: C17H24N2O6S in the gas phase, with ωB97M-V/def2-TZVPD.

```
50
C17H24N2O6S ωB97M-V/def2-TZVPD
C 4.189 -2.563 2.660
O 2.957 -1.907 2.454
C 2.790 -1.144 1.362
C 3.746 -0.982 0.355
C 3.470 -0.210 -0.760
C 2.246 0.421 -0.880
S 1.882 1.442 -2.309
O 2.639 0.917 -3.414
O 2.074 2.818 -1.956
N 0.252 1.167 -2.485
C -0.616 2.288 -2.763
C -1.744 2.453 -1.734
C -2.358 1.146 -1.219
C -2.497 0.035 -2.262
C -1.227 -0.808 -2.397
C -0.088 -0.085 -3.114
C 1.293 0.286 0.105
C 1.543 -0.501 1.221
C 0.482 -0.649 2.249
O 0.654 -0.724 3.442
O -0.721 -0.673 1.669
C -1.877 -0.848 2.503
C -2.968 -1.492 1.665
C -2.321 0.535 3.033
N -1.549 0.982 4.040
O -3.265 1.138 2.583
H 4.395 -3.289 1.867
H 5.015 -1.850 2.730
H 4.082 -3.085 3.609
H 4.707 -1.462 0.434
H 4.194 -0.095 -1.551
H 0.007 3.184 -2.754
H -1.038 2.175 -3.769
H -1.367 3.011 -0.876
H -2.519 3.060 -2.204
H -1.761 0.760 -0.392
H -3.342 1.386 -0.811
H -3.307 -0.630 -1.954
H -2.771 0.457 -3.230
H -0.894 -1.107 -1.401
H -1.452 -1.715 -2.964
H -0.362 0.085 -4.165
H 0.813 -0.702 -3.101
H 0.354 0.801 0.001
H -1.595 -1.481 3.354
H -3.309 -0.788 0.912
H -2.589 -2.387 1.180
H -3.806 -1.752 2.304
H -1.723 1.901 4.413
H -0.718 0.482 4.323
```

Summary:
- SMILES string = COc1ccc(S(=O)(=O)N2CCCCCC2)cc1C(=O)O[C@H](C)C(N)=O
- charge = 0
- HOMO-LUMO gap (eV) = 9.474
- relative energy (zero: lowest compared OMol25 entry of this formula, charge and spin) (kJ/mol) = 27.4

***

No. 3
Computed, not measured: a molecular structure, C5H10N2O2, with ωB97M-V/def2-TZVPD.

```
19
C5H10N2O2 ωB97M-V/def2-TZVPD
C 0.340 -2.112 -1.338
C 0.008 -0.642 -1.280
C 1.189 0.270 -0.579
O -0.936 -0.140 -1.855
O 2.300 -0.257 -0.495
H 1.032 1.270 -1.027
H 0.883 -2.304 -2.264
H -0.578 -2.699 -1.345
H 0.986 -2.395 -0.511
N 0.231 2.184 1.233
N -1.898 0.465 0.627
C 0.416 0.784 1.197
C -0.705 -0.047 1.021
H -0.511 2.514 1.835
H 1.087 2.708 1.343
H -1.816 1.299 0.054
H -2.594 -0.192 0.309
H 1.222 0.391 1.806
H -0.656 -1.096 1.270
```

Summary:
- charge = 0
- HOMO-LUMO gap (alpha / beta) (eV) = 8.197 / 8.198
- relative energy (zero: lowest compared OMol25 entry of this formula, charge and spin) (kJ/mol) = 347.4

***

No. 4
Computed, not measured: a molecular structure, C36H53BaN7O2PS2, with ωB97M-V/def2-TZVPD.

```
102
C36H53BaN7O2PS2 ωB97M-V/def2-TZVPD
Ba 0.753 2.604 -0.222
N 4.448 5.602 -2.241
C 3.261 4.863 -2.275
S 2.089 5.313 -1.112
N 3.272 3.889 -3.130
N 2.029 3.281 -3.322
C 2.051 2.006 -3.303
C 3.142 1.084 -2.897
C 4.318 0.870 -3.593
C 5.240 -0.072 -3.149
C 4.973 -0.803 -1.998
C 3.807 -0.601 -1.279
C 2.873 0.360 -1.709
O 1.788 0.640 -1.042
H 4.658 5.989 -1.336
H 5.212 5.124 -2.697
H 1.090 1.535 -3.525
H 4.516 1.462 -4.478
H 6.160 -0.232 -3.697
H 5.693 -1.535 -1.649
H 3.601 -1.136 -0.358
C -2.729 0.866 4.342
C -2.510 2.322 4.739
N -2.364 3.216 3.613
C -1.263 3.234 2.792
S -1.515 4.124 1.326
N -0.235 2.587 3.301
N 0.881 2.520 2.511
C 1.929 2.019 3.058
C 2.002 1.602 4.500
C 3.205 1.931 2.262
C 4.331 1.313 2.813
C 5.511 1.299 2.088
C 5.549 1.900 0.845
C 4.385 2.485 0.359
N 3.257 2.494 1.049
H -2.788 0.224 5.224
H -1.902 0.526 3.719
H -3.655 0.752 3.775
H -1.620 2.404 5.365
H -3.354 2.685 5.332
H -3.190 3.589 3.178
H 1.065 1.825 4.997
H 2.820 2.123 5.004
H 2.205 0.532 4.595
H 4.285 0.854 3.788
H 6.390 0.819 2.500
H 6.443 1.908 0.237
H 4.356 2.953 -0.618
O -1.418 0.838 0.042
P -1.559 -0.478 -0.663
C -3.266 -1.080 -0.302
C -3.696 -2.497 -0.694
C -5.097 -2.765 -0.151
C -5.096 -2.816 1.387
C -3.906 -2.052 1.971
C -3.628 -0.783 1.184
C -1.279 -0.153 -2.447
C -0.695 -1.231 -3.368
C -1.739 -2.144 -3.996
C -2.808 -1.329 -4.715
C -3.462 -0.327 -3.773
C -2.431 0.594 -3.129
C -0.245 -1.600 -0.104
C -0.310 -3.088 -0.516
C -0.418 -4.005 0.696
C 0.773 -3.823 1.637
C 1.119 -2.336 1.848
C -0.013 -1.423 1.403
H -3.868 -0.392 -0.906
H -3.009 -3.247 -0.299
H -3.681 -2.612 -1.779
H -5.494 -3.695 -0.562
H -5.760 -1.969 -0.503
H -5.075 -3.854 1.728
H -6.027 -2.388 1.768
H -3.016 -2.688 1.970
H -4.089 -1.806 3.020
H -2.846 -0.180 1.641
H -4.520 -0.150 1.201
H -0.468 0.566 -2.294
H 0.084 -1.794 -2.855
H -0.179 -0.703 -4.178
H -2.211 -2.768 -3.231
H -1.253 -2.832 -4.692
H -3.563 -1.987 -5.155
H -2.343 -0.789 -5.547
H -4.020 -0.867 -3.003
H -4.201 0.273 -4.311
H -2.901 1.285 -2.424
H -1.991 1.222 -3.912
H 0.633 -1.134 -0.574
H 0.601 -3.340 -1.067
H -1.131 -3.285 -1.209
H -0.494 -5.048 0.378
H -1.344 -3.785 1.235
H 1.639 -4.348 1.226
H 0.552 -4.304 2.593
H 2.011 -2.069 1.274
H 1.363 -2.147 2.895
H 0.229 -0.377 1.598
H -0.918 -1.636 1.983
```

Summary:
- charge = -1
- HOMO-LUMO gap (eV) = 6.598
- relative energy (zero: lowest compared OMol25 entry of this formula, charge and spin) (kJ/mol) = 28.5

***

No. 5
Computed, not measured: a molecular structure, C29H24Cl2KN9O2S, with ωB97M-V/def2-TZVPD.

```
68
C29H24Cl2KN9O2S ωB97M-V/def2-TZVPD
K 0.201 1.031 -0.587
Cl -0.432 7.515 3.953
C -0.733 5.942 3.256
C 0.254 5.329 2.508
C 0.062 4.079 1.948
N 1.110 3.547 1.149
C 1.167 3.799 -0.286
O 0.427 4.621 -0.803
C 2.176 2.918 -0.780
C 2.877 2.231 0.377
C 3.063 0.778 0.031
C 3.234 0.469 -1.269
C 2.988 1.445 -2.313
N 2.351 2.569 -2.067
C -1.157 3.379 2.111
C -2.145 4.025 2.882
C -1.938 5.274 3.427
Cl -3.238 6.006 4.343
N -1.355 2.189 1.451
C -2.252 1.319 1.914
O -2.774 1.264 3.043
C -2.677 0.237 0.910
C -3.545 -0.759 1.342
C -3.941 -1.739 0.446
C -3.467 -1.693 -0.855
C -2.627 -0.646 -1.209
N -2.244 0.303 -0.354
H 1.196 5.834 2.342
H 3.858 2.701 0.589
H 3.080 0.039 0.824
H 3.431 -0.557 -1.562
H 3.135 1.181 -3.354
H -3.088 3.527 3.042
H -3.868 -0.740 2.373
H -4.605 -2.536 0.764
H -3.733 -2.445 -1.588
H -2.231 -0.565 -2.216
C 1.681 -4.249 -5.093
C 2.581 -3.146 -4.541
N 1.926 -1.859 -4.453
C 1.047 -1.563 -3.414
S 0.011 -0.206 -3.656
N 1.099 -2.388 -2.398
N 0.545 -1.955 -1.229
C -0.028 -2.830 -0.493
C -0.318 -4.237 -0.926
C -0.366 -2.423 0.903
C -1.104 -3.263 1.734
C -1.347 -2.878 3.044
C -0.848 -1.673 3.497
C -0.120 -0.896 2.602
N 0.116 -1.254 1.345
H 2.214 -5.203 -5.153
H 1.323 -3.995 -6.095
H 0.814 -4.373 -4.443
H 3.474 -3.036 -5.164
H 2.903 -3.411 -3.536
H 1.615 -1.447 -5.318
H 0.147 -4.406 -1.894
H -1.397 -4.396 -1.026
H 0.061 -4.971 -0.209
H -1.499 -4.195 1.352
H -1.935 -3.513 3.698
H -1.028 -1.317 4.502
H 0.294 0.061 2.904
N 2.132 2.078 2.740
C 1.999 2.576 1.571
H 1.442 2.498 3.366
```

Summary:
- charge = -2
- HOMO-LUMO gap (eV) = 4.972
- relative energy (zero: lowest compared OMol25 entry of this formula, charge and spin) (kJ/mol) = 50.6

***

No. 6
Computed, not measured: 7 unconnected molecules or ions with the total composition C19H42Br2O9S, with ωB97M-V/def2-TZVPD.

```
73
C19H42Br2O9S ωB97M-V/def2-TZVPD
C 2.465 -3.232 0.860
C 3.220 -1.924 1.399
Br 2.189 -1.288 2.947
C 3.532 -0.813 0.223
Br 1.961 -0.509 -0.897
C 4.140 0.376 1.062
C 3.610 1.564 1.691
S 1.838 2.116 1.429
C 4.739 2.098 2.637
O 4.480 2.423 3.811
O 5.984 1.500 2.308
C 5.690 0.610 1.247
O 6.468 0.528 0.254
H 2.983 -3.698 -0.046
H 2.347 -4.052 1.649
H 1.389 -2.939 0.575
H 4.212 -2.311 1.832
H 4.388 -1.300 -0.360
H 1.936 2.410 0.050
C -1.767 4.029 -1.415
C -0.277 3.979 -1.694
O 0.223 2.666 -1.462
H -1.974 3.737 -0.385
H -2.162 5.033 -1.584
H -2.304 3.326 -2.060
H 0.258 4.666 -1.034
H -0.063 4.259 -2.730
H -0.247 2.063 -2.055
C -6.053 5.415 0.336
C -5.188 4.382 -0.359
O -4.114 3.988 0.488
H -5.460 6.293 0.605
H -6.877 5.729 -0.308
H -6.465 5.012 1.266
H -4.761 4.796 -1.275
H -5.774 3.495 -0.620
H -4.499 3.615 1.292
C 9.260 -2.061 2.550
C 7.982 -2.794 2.193
O 6.918 -1.867 2.012
H 9.125 -1.478 3.464
H 10.084 -2.763 2.697
H 9.535 -1.356 1.760
H 7.699 -3.481 2.994
H 8.106 -3.371 1.271
H 7.171 -1.268 1.295
C -2.250 -2.125 -1.311
C -1.650 -1.710 -2.641
O -0.638 -0.731 -2.439
H -2.677 -1.260 -0.797
H -3.033 -2.873 -1.453
H -1.481 -2.540 -0.653
H -2.416 -1.276 -3.287
H -1.210 -2.570 -3.156
H 0.042 -1.126 -1.873
C 0.461 -7.736 1.184
C 1.458 -6.720 0.665
O 2.169 -6.129 1.747
H -0.247 -7.263 1.869
H -0.096 -8.193 0.362
H 0.969 -8.525 1.746
H 0.945 -5.922 0.123
H 2.178 -7.190 -0.013
H 2.628 -6.839 2.216
C -8.879 2.801 -2.645
C -9.433 4.118 -2.137
O -8.422 5.119 -2.158
H -8.034 2.479 -2.030
H -9.645 2.022 -2.628
H -8.507 2.907 -3.668
H -9.783 4.014 -1.108
H -10.272 4.452 -2.755
H -8.123 5.212 -3.072
```

Summary:
- SMILES string = C[C@H](Br)[C@@H](Br)C1=C(S)C(=O)OC1=O.CCO.CCO.CCO.CCO.CCO.CCO
- charge = 0
- HOMO-LUMO gap (eV) = 8.111

***

No. 7
Computed, not measured: 2 unconnected molecules or ions with the total composition C16H17NO, with ωB97M-V/def2-TZVPD.

```
35
C16H17NO ωB97M-V/def2-TZVPD
C -1.205 1.262 0.167
C 2.050 3.059 0.406
C 1.330 1.862 0.568
C -0.017 2.119 0.210
C -0.019 3.436 -0.339
C 4.057 1.933 0.862
C 3.401 3.154 0.622
C 3.383 0.727 0.952
C 2.011 0.647 0.739
N 1.158 4.026 -0.115
H 5.133 1.985 0.974
H 3.937 4.085 0.501
H 3.927 -0.194 1.145
H 1.481 -0.285 0.857
H 1.363 4.916 -0.559
H -0.848 4.046 -0.672
H -0.946 0.266 -0.199
H -1.956 1.649 -0.505
H -1.494 1.033 1.194
C -2.251 -1.129 -2.411
C -2.613 -2.892 0.895
C -2.872 -2.209 -0.289
C -1.355 -3.438 1.089
C -1.918 -2.106 -1.296
C -0.397 -3.346 0.085
C -0.694 -2.741 -1.128
O -1.027 -3.874 2.330
H -3.391 -3.109 1.611
H -3.811 -1.681 -0.406
H -0.130 -4.205 2.411
H 0.605 -3.721 0.233
H -1.910 -0.143 -2.099
H -3.322 -1.165 -2.588
H 0.067 -2.679 -1.890
H -1.724 -1.289 -3.357
```

Summary:
- ⟨S²⟩ = 0.769
- charge = +1
- HOMO-LUMO gap (alpha / beta) (eV) = 7.055 / 3.917
- spin multiplicity = 2
- relative energy (zero: lowest compared OMol25 entry of this formula, charge and spin) (kJ/mol) = 5.1

***

No. 8
Computed, not measured: C8H17NO4S in the gas phase, with ωB97M-V/def2-TZVPD.

```
31
C8H17NO4S ωB97M-V/def2-TZVPD
C 3.950 1.081 1.833
C 3.177 0.367 1.013
C -0.896 1.793 0.459
C -0.969 0.766 -1.832
C 1.695 0.293 1.052
C 0.978 0.375 -0.279
C -0.525 0.559 -0.396
C -1.316 -0.639 0.210
N -3.054 -0.255 -0.220
O -1.929 -2.140 -2.096
O 0.483 -2.241 -1.388
O -1.274 -3.095 0.253
O -1.191 -0.940 1.545
S -0.843 -2.128 -0.744
H 5.072 1.114 2.067
H 3.371 1.911 2.281
H 3.722 -0.360 0.368
H -0.828 1.353 1.479
H -0.135 2.605 0.385
H -1.963 1.996 0.266
H -1.904 0.428 -2.203
H -0.934 1.840 -2.066
H -0.212 0.248 -2.516
H 1.668 -0.696 1.530
H 1.295 1.035 1.739
H 1.401 1.286 -0.842
H 1.348 -0.533 -0.868
H -3.560 -0.400 0.705
H -3.515 -0.940 -0.788
H -1.712 -2.836 -2.669
H -1.396 -1.847 1.726
```

Summary:
- ⟨S²⟩ = 2.006
- charge = 0
- HOMO-LUMO gap (alpha / beta) (eV) = 5.460 / 8.137
- spin multiplicity = 3
- relative energy (zero: lowest compared OMol25 entry of this formula, charge and spin) (kJ/mol) = 61.5

***

What are the max |F| values for these records? In order: 0.67; 1.11; 3.68; 1.49; 0.71; 5.50; 1.73; 10.68 eV/A.